2 unconnected molecules or ions with the total composition C9H16NO3P, computed with ωB97M-V with the def2-TZVPD basis set.

Calculated values
- SMILES string = CCOP(=O)(C#N)OCC.CC1=CC1
- LUMO level (eV) = 0.65
- energy relative to the best compared isomer or geometry (same formula, charge and spin) (kJ/mol) = 280.93

XYZ file:
```
30
Properties=species:S:1:pos:R:3:forces:R:3
C 0.54372 2.27718 0.78491 0.2 -0.1 -0.5
C -1.57588 -2.04884 3.51228 2.8 0.6 0.9
C -1.21226 -2.05011 2.07908 0.5 2.9 2.4
C -1.29642 -0.87591 2.64865 -0.9 -0.4 -1.0
C -0.99733 -2.69732 0.84603 0.2 0.6 -0.2
C 2.26354 -1.25949 1.07154 -3.3 0.7 1.6
C -0.94288 3.01444 -3.58373 1.1 -0.9 -1.7
C 2.23779 -0.52870 -0.25442 1.3 -0.2 -0.7
C -1.10564 1.78928 -2.75361 -2.3 -1.9 0.0
N 0.17625 2.39676 1.85763 -0.1 0.4 1.0
O 1.88023 2.08175 -1.74544 0.1 0.4 0.8
O 0.90534 0.04389 -0.48578 0.3 1.4 -0.5
O -0.68626 1.94910 -1.38246 1.6 -0.4 1.1
P 0.81659 1.65231 -0.83810 -1.4 -2.1 -2.1
H -0.76226 -2.07581 4.24471 -0.3 -1.1 0.3
H -2.51023 -2.25100 3.89733 -2.2 -0.5 0.6
H -1.35854 0.19819 2.72028 0.2 -0.1 -0.4
H -0.32881 -3.47326 0.78874 1.7 -2.2 0.6
H -1.93503 -3.09559 0.64837 -1.8 -0.6 -1.6
H -0.56868 -1.95381 0.23601 -0.3 0.9 -1.6
H 1.48787 -0.73947 1.77828 1.5 -0.8 -1.1
H 1.84946 -2.29494 1.00041 0.5 0.8 -0.2
H 3.18115 -1.31047 1.60377 1.0 0.2 0.1
H 0.03756 3.07209 -4.08943 -0.3 0.1 0.5
H -1.69375 2.98784 -4.40971 0.3 0.4 0.9
H -1.02448 3.78625 -2.86569 -0.4 1.4 0.1
H 2.53137 -1.30132 -0.97714 -1.0 0.2 -0.6
H 3.03934 0.21641 -0.49599 -0.8 -0.1 1.0
H -0.70025 0.82918 -3.14330 -0.1 0.8 0.1
H -2.25151 1.66138 -2.69322 1.8 -0.2 0.3
```
Forces are in eV/Å.

Want to see where the charge sits? The Mulliken charges in e are: C 0.375; C -0.852; C 0.433; C -0.060; C -1.256; C -0.728; C -1.076; C -0.501; C -0.153; N -0.406; O -0.706; O -0.251; O -0.249; P 0.766; H 0.164; H 0.274; H 0.393; H 0.370; H 0.405; H 0.160; H 0.090; H 0.183; H 0.391; H 0.261; H 0.366; H 0.307; H 0.289; H 0.459; H 0.286; H 0.266

=====

A molecular structure, C37H31BaN12O3, computed with ωB97M-V with the def2-TZVPD basis set.

Calculated values
- LUMO level (alpha / beta) (eV) = -0.37 / -0.37
- energy relative to the best compared isomer or geometry (same formula, charge and spin) (kJ/mol) = 24.98
- multiplicity = 2

XYZ file:
```
84
Properties=species:S:1:pos:R:3:forces:R:3
Ba 0.24581 0.56529 2.03824 0.2 -0.4 -0.4
O -0.62337 3.63385 5.42299 0.1 0.0 0.0
C -0.10763 2.86306 4.60089 -0.1 0.1 -0.2
N -0.53398 2.61538 3.35980 -0.1 0.5 0.3
C -1.70386 3.40029 3.03190 0.0 -0.1 -0.2
C -2.17110 3.24865 1.59694 0.1 0.0 0.1
C -3.16102 4.11580 1.12012 0.0 0.0 0.1
C -3.59787 4.01129 -0.17937 -0.1 0.0 -0.1
C -3.03715 3.04037 -1.00512 0.0 0.0 0.0
C -2.07271 2.22215 -0.46565 0.1 -0.1 0.2
N -1.64597 2.30594 0.80650 -0.2 0.1 0.0
C 1.16127 2.12886 5.03738 0.0 0.1 0.0
C 1.58988 2.28802 6.35088 -0.1 0.0 0.0
C 2.74176 1.65170 6.77463 0.0 0.0 0.0
C 3.45206 0.87663 5.87018 -0.1 0.1 0.1
C 2.95894 0.77770 4.58630 0.0 -0.2 -0.3
N 1.84356 1.37868 4.16375 0.1 0.1 0.2
H -1.53419 4.46917 3.21398 0.0 0.0 0.0
H -2.55517 3.15321 3.68280 0.0 0.0 0.0
H -3.56475 4.86726 1.78649 0.0 0.0 0.0
H -4.36082 4.68061 -0.55693 0.0 0.0 0.0
H -3.33797 2.92799 -2.03763 0.0 0.0 0.0
H -1.60155 1.45486 -1.07458 0.0 0.0 0.0
H 0.99263 2.91219 6.99922 0.0 0.0 0.0
H 3.08498 1.76018 7.79592 0.0 0.0 0.0
H 4.35591 0.35390 6.14864 0.0 0.0 0.0
H 3.47939 0.17220 3.85021 0.0 0.0 0.0
C 3.97922 1.14298 -2.95453 -0.1 0.0 0.0
N 3.49789 1.28376 -1.58493 0.1 0.1 -0.1
C 2.77914 0.42809 -0.85918 0.0 -0.1 0.0
N 2.51163 0.94844 0.32211 0.0 0.1 0.0
C 3.10156 2.17362 0.25628 0.1 0.0 -0.1
N 3.71006 2.41988 -0.88399 -0.1 -0.1 0.1
C 2.97345 1.58557 -3.99008 0.0 -0.1 0.0
C 3.16711 2.76564 -4.69251 0.0 0.0 0.0
C 2.26452 3.15317 -5.67405 0.0 0.0 0.0
C 1.16577 2.36275 -5.96103 0.0 0.1 -0.1
C 0.96259 1.18156 -5.25566 -0.3 -0.2 -0.1
C 1.86144 0.79807 -4.27178 0.1 -0.1 0.1
C -0.19311 0.33927 -5.60470 0.4 0.4 0.0
N -0.88717 0.36466 -6.68548 -0.2 -0.3 0.0
N -1.86437 -0.62740 -6.54151 0.2 0.3 0.0
C -1.67185 -1.14961 -5.38363 -0.3 -0.4 0.1
O -0.62462 -0.59501 -4.72811 0.1 0.0 0.2
C -2.44499 -2.21460 -4.72670 0.2 0.2 -0.1
C -3.29988 -3.00375 -5.48003 -0.1 -0.1 -0.1
C -4.04383 -3.99046 -4.84985 0.0 0.0 -0.1
C -3.94454 -4.17703 -3.47990 0.0 0.0 0.0
C -3.09874 -3.37572 -2.71961 0.0 0.0 0.0
C -3.06602 -3.54635 -1.21419 0.1 0.0 0.0
N -1.89289 -2.94289 -0.61709 0.0 -0.1 -0.1
C -1.70926 -1.66302 -0.28207 -0.3 0.1 -0.1
N -0.43741 -1.41994 -0.05969 0.2 -0.1 0.1
C 0.13270 -2.64139 -0.26174 0.1 0.0 0.0
N -0.70390 -3.58608 -0.62608 0.0 0.2 0.1
C -2.34131 -2.40473 -3.35454 0.1 0.1 0.1
H 4.24644 0.09689 -3.10046 0.0 0.0 0.0
H 4.88534 1.73905 -3.02465 0.0 0.0 0.0
H 2.48075 -0.54697 -1.21115 0.0 0.0 0.0
H 3.08241 2.88457 1.06721 0.0 0.0 0.0
H 4.02799 3.38522 -4.47218 0.0 0.0 0.0
H 2.42258 4.07435 -6.21869 0.0 0.0 0.0
H 0.45831 2.64209 -6.73060 0.0 0.0 0.0
H 1.70216 -0.13585 -3.74260 0.0 0.0 0.0
H -3.36961 -2.84080 -6.54739 0.0 0.0 0.0
H -4.70425 -4.61985 -5.43134 0.0 0.0 0.0
H -4.53077 -4.95093 -2.99739 0.0 0.0 0.0
H -3.06957 -4.59926 -0.94111 0.0 0.0 0.0
H -3.94191 -3.07650 -0.76487 0.0 0.0 0.0
H -2.51645 -0.94745 -0.23057 0.0 0.0 0.0
H 1.18258 -2.83975 -0.11579 0.0 0.0 0.0
H -1.65827 -1.77795 -2.79549 0.0 0.0 0.0
O -0.35951 -1.36069 3.26821 0.1 -0.5 0.4
N 0.09350 -2.37713 4.05489 -0.3 0.1 -0.1
C 0.17196 -3.65321 3.52010 0.0 0.3 0.0
C 0.84542 -4.62897 4.18495 0.2 -0.1 0.2
C 1.48007 -4.37222 5.42439 -0.1 0.2 -0.1
C 1.35387 -3.05468 5.95024 0.1 -0.4 0.0
C 0.68007 -2.09063 5.27534 -0.1 0.1 -0.3
H -0.34886 -3.79482 2.58478 0.0 0.0 0.0
H 0.87078 -5.61841 3.74559 0.0 0.0 0.0
H 2.01577 -5.14387 5.95498 0.0 0.0 0.0
H 1.78190 -2.79758 6.91106 0.0 0.0 0.0
H 0.53705 -1.07938 5.62828 0.0 0.0 0.0
```
Forces are in eV/Å.

Want to see where the charge sits? The Mulliken charges in e are: Ba 2.135; O -0.790; C -0.211; N -0.320; C -0.588; C 0.248; C -0.796; C -0.303; C -0.998; C -0.599; N 0.121; C 0.369; C -0.453; C -0.415; C -0.642; C -0.378; N 0.052; H 0.378; H 0.332; H 0.438; H 0.417; H 0.428; H 0.839; H 0.495; H 0.426; H 0.427; H 0.386; C -1.582; N 0.968; C -0.258; N -0.015; C -0.561; N -0.956; C 1.151; C -0.693; C -0.709; C -0.891; C 0.251; C -0.133; C 0.453; N -0.475; N -0.486; C 0.510; O -0.243; C -0.261; C -0.925; C -0.567; C -0.844; C 1.203; C -1.314; N 0.927; C -0.619; N 0.439; C -0.679; N -0.857; C -0.130; H 0.405; H 0.420; H 0.335; H 0.491; H 0.406; H 0.402; H 0.513; H 0.489; H 0.520; H 0.399; H 0.447; H 0.452; H 0.296; H 0.461; H 0.512; H 0.744; O -0.763; N 0.080; C -0.364; C -0.551; C -0.450; C -0.596; C -0.344; H 0.387; H 0.351; H 0.392; H 0.363; H 0.501